2 unconnected molecules or ions with the total composition C3H4ClNO2S at a distorted geometry, computed with ωB97M-V with the def2-TZVPD basis set.

Each atom is followed by the atoms it is bonded to, with distances in Å.
Positions of all 12 atoms, in Å:
1 C -0.77712 -2.42217 0.17734  C3 1.381, N4 1.158
2 C -0.25095 2.27611 0.45673  S7 1.980, H9 1.069, H10 1.088, H11 1.119
3 C 0.56173 -2.11020 0.30560  C1 1.381, Cl8 1.686, H12 1.039
4 N -1.81552 -2.92085 0.29186  C1 1.158
5 O 1.41343 0.50200 -0.91192  S7 1.478
6 O -0.87306 0.47495 -1.70777  S7 1.398
7 S -0.02729 0.61848 -0.60331  C2 1.980, O5 1.478, O6 1.398
8 Cl 1.72440 -2.46620 -0.86295  C3 1.686
9 H -0.91608 2.96308 -0.02130  C2 1.069
10 H -0.63925 1.77912 1.34341  C2 1.088
11 H 0.80523 2.60845 0.61574  C2 1.119
12 H 0.79448 -1.30276 0.91656  C3 1.039

As for the multiplicity: 3. As for the charge: 0. As for the energy: -1180.16847 hartree. The calculation puts the energy relative to the best compared isomer or geometry (same formula, charge and spin) at 24.0 kcal/mol. The value obtained for the lowest unoccupied orbital energy (spin up / spin down) is 0.439 / -2.504 eV. For the frontier orbital gap (spin up / spin down), the calculation gives 9.410 / 9.070 eV.

These are the natural (NBO) partial charges, in e, on atoms 1 to 5: 0.154 -0.746 -0.262 -0.233 -0.867